# 1
121
Properties=species:S:1:pos:R:3 method="wB97M-V/def2-TZVPD" orbital_gap_ev=6.26 lumo_energy_ev=-3.05 e_above_lowest_kcal_mol=133.1 total_charge=+1 e_homo_ev=-9.3
C 0.53 0.45 4.15
C 0.33 -0.06 2.84
N 1.50 0.06 1.91
C 1.82 1.45 1.37
C 0.47 2.23 0.98
Cl -1.00 1.46 0.21
C 0.32 3.62 1.26
C 1.42 4.55 1.92
Cl -1.26 4.46 0.84
C 3.03 1.38 0.28
C 3.14 2.59 -0.77
C 4.51 3.42 -0.74
C 4.62 4.47 0.50
C 4.35 5.98 0.07
O 4.13 6.74 1.30
B 4.38 1.05 1.18
O 4.34 0.99 2.63
O 5.69 0.80 0.61
C 2.55 -0.05 -0.39
Cl 1.36 0.09 -1.83
P 3.88 -1.12 -1.24
O 3.04 -2.09 -2.39
O 4.94 -0.14 -2.14
S 4.84 -2.33 -0.08
C 1.56 -0.79 0.68
O 1.81 -2.15 1.02
C 0.60 -2.95 1.13
C 0.47 -3.91 -0.15
H 1.50 1.03 4.36
H -0.19 0.28 5.00
H -0.66 -0.56 2.57
H 2.24 -0.39 2.50
H 2.06 1.99 2.36
H 2.11 4.04 2.65
H 1.95 5.09 1.07
H 0.85 5.38 2.48
H 2.31 3.37 -0.64
H 3.03 2.24 -1.86
H 5.45 2.81 -0.90
H 4.45 4.11 -1.66
H 4.05 4.12 1.41
H 5.74 4.42 0.80
H 3.42 6.11 -0.59
H 5.29 6.44 -0.40
H 4.40 6.21 2.07
H 5.21 1.31 2.94
H 6.21 1.61 0.75
H 2.31 -2.57 -1.94
H 5.64 -0.78 -2.44
H 0.55 -0.84 0.16
H 0.77 -3.66 2.02
H -0.34 -2.37 1.37
H 1.50 -4.43 -0.25
H 0.19 -3.34 -1.10
H -0.26 -4.76 0.09
C 8.13 -5.06 5.82
C 7.57 -4.18 4.71
N 6.21 -3.70 4.96
C 5.59 -3.09 3.79
C 6.21 -1.81 3.24
C 6.01 -2.98 6.22
C 6.84 -1.73 6.47
H 7.47 -5.91 6.02
H 9.10 -5.45 5.52
H 8.27 -4.50 6.75
H 7.56 -4.78 3.80
H 8.27 -3.35 4.53
H 4.53 -2.91 4.00
H 5.59 -3.84 2.99
H 5.97 -0.95 3.86
H 5.80 -1.60 2.24
H 7.29 -1.88 3.13
H 6.18 -3.68 7.04
H 4.95 -2.72 6.32
H 7.90 -1.87 6.21
H 6.81 -1.48 7.54
H 6.46 -0.87 5.93
C -1.46 1.32 -2.96
C -1.86 0.75 -4.32
N -2.78 -0.38 -4.24
C -2.94 -1.08 -5.51
C -3.58 -0.32 -6.67
C -4.01 -0.15 -3.49
C -4.93 0.98 -3.95
H -1.04 0.54 -2.32
H -0.71 2.10 -3.09
H -2.31 1.77 -2.44
H -0.94 0.42 -4.81
H -2.27 1.56 -4.93
H -3.51 -2.01 -5.34
H -1.95 -1.42 -5.84
H -4.66 -0.22 -6.54
H -3.43 -0.87 -7.60
H -3.15 0.68 -6.80
H -3.75 0.03 -2.44
H -4.59 -1.08 -3.46
H -4.38 1.89 -4.19
H -5.64 1.23 -3.15
H -5.52 0.69 -4.82
C -12.24 0.28 -1.77
C -11.14 -0.13 -2.74
N -9.86 0.54 -2.51
C -8.90 0.36 -3.60
C -8.40 -1.06 -3.86
C -9.31 0.42 -1.16
C -9.04 -0.99 -0.63
H -12.39 1.36 -1.78
H -13.18 -0.19 -2.06
H -12.02 -0.04 -0.75
H -11.49 0.13 -3.75
H -11.03 -1.22 -2.72
H -8.04 1.02 -3.43
H -9.37 0.73 -4.52
H -7.67 -1.37 -3.11
H -7.89 -1.09 -4.83
H -9.20 -1.79 -3.90
H -9.99 0.92 -0.47
H -8.39 1.01 -1.10
H -9.86 -1.68 -0.84
H -8.92 -0.95 0.46
H -8.12 -1.40 -1.04

# 2
146
Properties=species:S:1:pos:R:3 method="wB97M-V/def2-TZVPD" orbital_gap_ev=9.74 lumo_energy_ev=0.10 e_homo_ev=-9.6
C 23.62 16.10 14.26
O 23.50 14.69 14.51
C 24.82 14.02 14.68
C 24.67 12.50 14.44
O 24.59 12.15 13.07
C 24.77 10.74 12.74
C 25.06 10.57 11.29
O 26.22 11.23 10.89
C 26.39 11.24 9.46
H 24.34 16.70 14.86
H 22.66 16.58 14.49
H 23.76 16.19 13.18
H 25.13 14.10 15.75
H 25.50 14.51 14.01
H 23.75 12.20 14.93
H 25.56 12.08 14.81
H 23.86 10.20 13.03
H 25.57 10.37 13.30
H 24.20 10.95 10.68
H 25.03 9.47 11.21
H 27.18 11.88 9.19
H 25.43 11.57 8.99
H 26.62 10.29 9.09
C 15.08 11.35 15.10
O 16.40 11.76 15.12
C 16.52 13.18 15.26
C 17.82 13.63 15.85
O 17.81 13.22 17.23
C 19.03 13.35 17.87
C 19.44 14.79 18.16
O 20.11 15.57 17.21
C 21.37 15.14 16.80
H 14.63 11.71 14.23
H 14.58 11.77 15.99
H 15.02 10.31 15.11
H 15.73 13.52 15.91
H 16.49 13.71 14.26
H 17.75 14.74 15.74
H 18.76 13.25 15.28
H 19.84 12.83 17.43
H 18.83 13.01 18.94
H 20.07 14.83 19.06
H 18.61 15.41 18.52
H 21.87 16.05 16.43
H 21.37 14.38 16.08
H 21.95 14.85 17.62
C 18.13 13.82 26.79
O 18.57 14.57 25.67
C 19.01 13.73 24.62
C 19.38 14.42 23.34
O 18.26 15.14 22.85
C 18.71 15.88 21.72
C 17.75 17.03 21.45
O 17.95 17.99 22.44
C 16.88 18.87 22.71
H 17.86 14.49 27.59
H 18.90 13.16 27.11
H 17.26 13.25 26.53
H 18.15 13.19 24.27
H 19.80 13.02 24.91
H 19.64 13.66 22.58
H 20.17 15.19 23.56
H 18.78 15.22 20.83
H 19.69 16.30 21.99
H 16.69 16.70 21.54
H 17.81 17.53 20.48
H 16.62 19.56 21.89
H 17.17 19.53 23.54
H 15.92 18.31 22.76
C 21.28 18.78 20.81
Cl 22.11 20.40 20.69
Cl 22.29 17.43 20.34
H 20.93 18.55 21.81
H 20.40 18.79 20.18
C 20.47 10.61 21.12
Cl 21.74 11.68 20.53
Cl 20.83 10.20 22.82
H 19.52 11.01 21.16
H 20.59 9.67 20.56
C 18.33 9.88 17.04
Cl 17.44 9.13 18.33
Cl 20.08 9.73 17.13
H 17.92 9.55 16.13
H 18.08 10.93 17.08
C 19.68 18.84 16.62
Cl 19.01 19.48 18.13
Cl 20.95 19.89 15.98
H 20.11 17.85 16.91
H 18.79 18.86 15.96
C 15.98 11.84 20.12
Cl 17.23 12.72 20.96
Cl 14.36 12.64 20.38
H 16.22 11.76 19.09
H 15.93 10.81 20.53
C 14.26 8.42 19.87
Cl 14.33 7.78 18.24
Cl 15.63 8.08 20.93
H 14.24 9.52 19.85
H 13.29 8.06 20.19
C 21.40 12.56 12.65
Cl 20.97 11.48 14.04
Cl 21.52 11.52 11.17
H 20.61 13.34 12.51
H 22.37 13.01 12.85
C 14.15 7.66 13.59
Cl 15.72 7.31 14.37
Cl 14.21 8.21 11.93
H 13.53 6.74 13.67
H 13.61 8.47 14.14
C 10.55 10.97 13.11
Cl 11.07 9.54 13.97
Cl 10.89 10.97 11.39
H 9.43 11.08 13.29
H 10.99 11.80 13.60
C 16.41 16.52 12.84
Cl 17.66 16.93 14.07
Cl 15.92 17.84 11.69
H 16.86 15.80 12.23
H 15.51 16.16 13.30
C 15.78 15.59 18.63
Cl 14.46 16.42 19.63
Cl 15.94 16.30 17.03
H 16.74 15.65 19.17
H 15.38 14.60 18.53
C 18.33 10.29 10.64
C 18.32 10.20 12.19
O 18.29 11.52 12.76
S 17.67 12.55 11.64
O 18.51 13.72 11.67
O 16.26 12.59 11.79
O 18.06 11.67 10.36
H 17.55 9.68 10.17
H 19.31 10.14 10.20
H 19.21 9.77 12.55
H 17.47 9.62 12.45
C 11.78 13.29 17.98
C 11.62 14.83 17.93
O 11.82 15.20 16.53
S 12.04 13.92 15.64
O 13.14 14.14 14.79
O 10.76 13.44 15.25
O 12.57 12.97 16.82
H 10.84 12.77 17.97
H 12.39 12.98 18.79
H 12.39 15.26 18.52
H 10.59 15.16 18.15

# 3
125
Properties=species:S:1:pos:R:3 method="wB97M-V/def2-TZVPD" orbital_gap_ev="2.31 / 9.59" multiplicity=2 lumo_energy_ev="-1.65 / -1.66" total_charge=+1 s_squared=0.7507 e_homo_ev="-4.0 / -11.3"
C 4.28 -26.76 12.50
F 3.82 -27.66 11.60
F 3.70 -25.60 12.20
F 4.03 -26.90 13.88
S 6.20 -26.59 12.31
O 6.58 -25.29 12.93
O 6.77 -27.76 13.04
O 6.43 -26.57 10.83
C 9.60 -28.46 7.90
C 8.42 -27.63 7.51
C 7.06 -28.27 7.98
N 5.70 -27.53 7.58
C 5.46 -27.91 6.11
C 5.72 -25.92 7.69
C 4.36 -25.47 8.24
C 3.59 -26.74 8.46
C 4.49 -27.99 8.45
H 9.33 -29.52 7.81
H 9.94 -28.32 8.92
H 10.53 -28.27 7.36
H 8.54 -27.45 6.44
H 8.47 -26.62 7.90
H 6.95 -28.32 9.07
H 6.88 -29.30 7.69
H 5.19 -28.96 6.07
H 6.37 -27.65 5.56
H 4.59 -27.27 5.94
H 5.99 -25.45 6.75
H 6.57 -25.68 8.32
H 3.93 -24.73 7.56
H 4.55 -24.94 9.17
H 2.71 -26.83 7.83
H 3.01 -26.69 9.38
H 4.15 -28.95 8.07
H 4.90 -28.27 9.42
C 8.92 -25.21 15.82
C 7.86 -24.18 15.61
C 6.48 -24.69 16.02
N 5.42 -23.61 16.28
C 5.84 -22.59 17.44
C 4.05 -24.25 16.76
C 3.01 -23.22 16.31
C 3.41 -22.73 14.96
C 4.97 -22.90 14.95
H 9.10 -25.43 16.87
H 9.85 -24.86 15.37
H 8.75 -26.17 15.32
H 7.91 -23.93 14.55
H 8.29 -23.28 16.07
H 6.53 -25.25 16.96
H 6.04 -25.24 15.19
H 6.83 -22.19 17.22
H 6.02 -23.13 18.37
H 5.14 -21.76 17.55
H 4.14 -24.44 17.83
H 3.90 -25.24 16.34
H 2.88 -22.34 16.94
H 2.03 -23.69 16.36
H 3.22 -21.68 14.77
H 2.97 -23.37 14.19
H 5.61 -22.03 14.81
H 5.28 -23.56 14.14
C 1.29 -28.94 17.08
C 0.97 -27.73 16.31
C 0.21 -28.23 15.08
N -0.36 -27.08 14.13
C -1.61 -26.46 14.78
C -0.79 -27.60 12.69
C -0.77 -26.42 11.71
C 0.47 -25.59 12.21
C 0.72 -26.04 13.68
H 0.45 -29.41 17.59
H 1.97 -28.64 17.88
H 1.83 -29.72 16.53
H 1.75 -27.07 15.92
H 0.37 -27.10 16.96
H -0.67 -28.85 15.22
H 0.83 -28.65 14.28
H -2.45 -27.16 14.77
H -1.88 -25.64 14.12
H -1.33 -26.06 15.75
H -1.72 -28.17 12.75
H 0.03 -28.20 12.29
H -1.71 -25.88 11.60
H -0.42 -26.71 10.72
H 0.40 -24.51 12.29
H 1.32 -25.68 11.54
H 0.66 -25.23 14.41
H 1.68 -26.55 13.79
C 5.60 -33.16 11.71
C 6.04 -31.84 12.37
C 6.24 -31.94 13.92
N 6.67 -30.69 14.68
C 5.39 -29.77 14.68
C 8.02 -30.08 14.26
C 9.05 -31.01 14.94
C 8.39 -31.51 16.25
C 6.98 -31.01 16.13
H 4.85 -33.69 12.28
H 6.43 -33.87 11.69
H 5.35 -32.96 10.67
H 5.39 -31.00 12.14
H 6.99 -31.55 11.91
H 6.93 -32.78 14.07
H 5.33 -32.24 14.44
H 5.08 -29.34 13.72
H 5.62 -28.90 15.29
H 4.69 -30.38 15.24
H 8.10 -29.10 14.74
H 8.06 -29.81 13.21
H 9.99 -30.47 15.01
H 9.29 -31.90 14.35
H 8.93 -31.17 17.13
H 8.37 -32.60 16.27
H 6.92 -30.09 16.71
H 6.18 -31.69 16.44
N 0.54 -31.01 12.60
S 1.84 -31.03 11.97
O 2.23 -32.24 11.29
O 2.95 -30.26 12.56
F 1.46 -30.11 10.68
S 0.75 -32.12 13.85
O 1.91 -31.98 14.67
O 0.21 -33.44 13.61
F -0.37 -31.49 14.84

Computed DFT total energy, in the same sequence as the records: -4115.652598, -13499.938488, -3794.405114 hartree.